150
Properties=species:S:1:pos:R:3:forces:R:3:lowdin_spin:R:1 method="wB97M-V/def2-TZVPD" charge=0 max_force_ha_per_bohr=0.0352 molar_mass_g_mol=1206.9 gap_ha="0.19965 / 0.25140" homo_ev="-5.53 / -7.03" spin_multiplicity=2
Hg 1.31501 -0.43098 1.48477 -0.5 0.1 1.7 0.0387
C 0.70781 5.17593 1.09989 0.0 0.1 0.0 0.0012
C -0.46586 4.27645 0.92910 -0.7 0.4 -0.2 -0.0005
C -1.71948 4.74606 0.68635 0.5 -0.4 0.0 0.0002
C -2.78802 3.82209 0.57301 0.1 -0.1 0.0 0.0024
N -2.57839 2.54552 0.66521 -1.0 0.2 -0.1 0.0174
N -1.35926 2.05196 0.85443 0.5 0.3 0.1 0.0398
B -1.46007 0.53007 0.85113 0.6 0.2 0.1 0.3235
N -2.28904 -0.06873 1.92748 -0.6 -0.3 1.0 0.0390
N -3.43104 -0.57171 1.44516 -0.3 0.0 -0.3 0.0277
C -4.30935 -1.11752 2.22841 0.2 0.1 0.0 0.0008
C -4.09125 -1.20704 3.62079 0.7 0.3 0.2 0.0368
C -2.89756 -0.76172 4.13465 -0.9 -0.4 -0.1 -0.0005
C -2.55143 -0.90905 5.57629 0.0 0.0 0.0 -0.0001
C -1.95735 -0.17950 3.24683 0.5 0.2 -0.7 0.0454
S -0.44313 0.34804 3.74924 0.4 0.1 0.0 0.0543
C -5.58332 -1.59880 1.56882 -0.1 0.0 -0.2 -0.0009
C -5.44215 -1.48918 0.05033 -0.1 0.0 0.2 0.0001
C -5.86865 -3.04926 1.96647 0.1 0.2 -0.1 -0.0001
C -6.73247 -0.69345 2.02902 0.1 -0.1 0.0 -0.0001
N -1.63770 -0.18747 -0.43252 0.4 -0.9 -0.6 0.0413
N -2.30983 0.40013 -1.43809 -0.4 0.5 -0.2 0.0496
C -2.60576 -0.27577 -2.51472 0.2 0.1 0.2 0.0010
C -2.12932 -1.58383 -2.72583 0.4 -0.3 0.8 0.0676
C -1.45669 -2.21302 -1.70691 -0.4 0.3 -1.0 0.0017
C -0.96674 -3.61103 -1.84697 0.0 0.0 0.0 -0.0010
C -1.25967 -1.51064 -0.50235 0.2 0.2 0.7 0.0850
S -0.60411 -2.30762 0.84984 -0.4 0.0 0.1 0.0641
C -3.57803 0.30808 -3.52150 -0.2 0.3 -0.2 -0.0014
C -2.89939 0.57609 -4.86857 -0.1 0.0 0.2 -0.0004
C -4.71290 -0.71322 -3.70987 0.1 0.1 0.0 0.0006
C -4.18468 1.60392 -2.99346 0.1 -0.2 0.0 0.0001
C -0.27712 2.85573 1.02721 0.3 -0.4 0.2 0.0061
S 1.26322 2.30892 1.38879 0.2 0.0 0.2 0.0259
C -4.20411 4.29000 0.32690 -0.2 0.0 0.0 0.0001
C -4.26655 4.94661 -1.06004 0.0 -0.1 0.2 0.0000
C -5.15201 3.09371 0.39617 0.1 0.2 -0.1 0.0002
C -4.60538 5.30401 1.40559 0.1 -0.1 -0.1 0.0000
H 0.43265 6.21850 0.95497 -0.1 0.0 0.0 0.0002
H 1.48874 4.89757 0.39383 0.1 0.1 0.0 0.0002
H 1.12543 5.04077 2.09734 0.1 0.0 0.0 0.0004
H -1.90225 5.80425 0.58667 0.0 0.1 0.0 0.0001
H -4.83382 -1.64397 4.27035 -0.1 -0.1 0.1 0.0024
H -3.40331 -1.28242 6.13980 -0.1 0.0 0.0 0.0002
H -2.22609 0.04693 5.98467 0.0 0.0 0.1 0.0003
H -1.72117 -1.60835 5.68543 0.1 0.0 0.0 -0.0005
H -4.64401 -2.13636 -0.30460 0.1 0.0 -0.1 0.0000
H -5.19364 -0.46555 -0.21673 0.0 0.1 -0.2 0.0001
H -6.37180 -1.77708 -0.43516 -0.2 -0.1 0.0 0.0000
H -5.05202 -3.69918 1.66047 0.1 -0.1 0.0 0.0000
H -6.77808 -3.38968 1.47745 -0.1 -0.1 0.0 0.0000
H -6.00390 -3.14754 3.04073 0.0 -0.1 0.1 0.0001
H -6.54295 0.33306 1.72317 0.0 0.1 0.0 0.0000
H -6.84322 -0.71671 3.11047 -0.1 0.0 0.2 0.0003
H -7.66696 -1.02379 1.58077 -0.1 0.0 0.0 -0.0001
H -2.31045 -2.08895 -3.66031 0.0 -0.1 -0.1 0.0040
H -1.16030 -3.98623 -2.84935 0.0 0.0 -0.1 0.0004
H -1.46787 -4.24804 -1.12000 0.0 -0.1 0.0 0.0003
H 0.09989 -3.64621 -1.63494 0.1 -0.1 0.0 -0.0008
H -2.44295 -0.32204 -5.27695 0.1 -0.1 -0.1 0.0002
H -2.13099 1.33822 -4.76914 0.1 0.1 0.0 0.0000
H -3.63766 0.92696 -5.58666 -0.1 0.0 -0.1 0.0000
H -4.38633 -1.59923 -4.24840 0.0 -0.1 -0.1 0.0004
H -5.52425 -0.25758 -4.27179 -0.1 0.1 -0.1 0.0001
H -5.10112 -1.02651 -2.74390 -0.1 0.0 0.1 0.0002
H -3.39848 2.28169 -2.67791 0.0 0.2 0.1 -0.0001
H -4.81571 1.38534 -2.13745 -0.1 0.1 0.1 0.0002
H -4.79101 2.08065 -3.76172 -0.1 0.0 -0.1 0.0001
H -3.98968 4.23392 -1.83221 0.0 -0.1 -0.1 0.0000
H -3.59810 5.80286 -1.12478 0.1 0.1 0.0 0.0000
H -5.27600 5.29564 -1.26296 -0.1 0.1 0.0 0.0000
H -4.77488 2.28963 -0.22539 -0.1 -0.1 0.0 0.0001
H -6.14878 3.37798 0.06827 -0.1 0.1 0.0 0.0000
H -5.20475 2.73272 1.42064 -0.1 -0.2 0.1 0.0000
H -4.02215 6.21939 1.34380 0.1 0.1 0.0 0.0000
H -4.47045 4.87159 2.39524 0.0 0.0 0.1 0.0000
H -5.65398 5.56516 1.28584 -0.1 0.1 0.0 0.0000
C 4.90173 -0.82560 3.83985 -0.3 -0.1 -0.2 0.0001
P 3.06173 -0.81914 3.80642 -0.1 0.2 0.1 0.0007
C 2.71679 -2.03231 5.14233 0.0 0.1 -0.3 0.0002
C 2.74899 0.75342 4.68601 0.0 -0.1 -0.1 0.0002
H 5.24117 -0.69673 4.86698 0.1 0.0 0.0 0.0000
H 5.27297 -0.01267 3.21990 0.1 0.0 0.0 0.0000
H 5.27630 -1.77107 3.44774 0.1 0.0 0.0 0.0000
H 3.15289 -1.67429 6.07659 0.0 0.0 0.0 -0.0001
H 3.14880 -3.00190 4.89182 0.0 0.0 0.1 0.0000
H 1.63962 -2.15168 5.24968 0.0 0.0 0.1 0.0005
H 3.42742 0.86188 5.53269 0.0 0.0 0.0 0.0000
H 1.71772 0.75900 5.03533 0.1 0.1 0.1 0.0001
H 2.87866 1.58228 3.98911 0.0 0.1 0.1 0.0001
N 1.83471 -0.59480 -0.43598 1.0 0.0 -1.5 0.0150
P 3.09580 -0.16038 -1.19843 0.7 0.1 -0.7 0.0022
N 4.32258 -1.32378 -1.20440 -0.3 0.2 0.2 0.0005
C 4.11113 -2.62664 -0.61689 -0.3 -0.3 0.2 0.0001
C 4.61999 -3.71257 -1.55732 0.1 0.0 0.2 0.0000
C 6.14345 -3.59623 -1.70172 0.0 0.0 0.0 0.0000
C 6.59177 -2.13249 -1.58501 -0.1 0.0 -0.1 0.0000
C 5.48371 -1.20083 -2.06311 0.2 0.2 0.0 0.0001
N 4.07161 1.20166 -0.83207 -0.6 -0.7 -0.2 -0.0001
C 4.77260 1.07377 0.42636 0.4 -0.1 0.5 0.0002
C 6.04137 1.93010 0.40874 -0.1 -0.1 0.0 0.0000
C 5.74123 3.32069 -0.17181 0.0 0.1 0.1 0.0000
C 4.23895 3.57930 -0.17354 0.1 -0.1 -0.2 0.0001
C 3.53544 2.53985 -1.04693 -0.4 0.5 -0.3 0.0000
N 2.70657 0.09128 -2.82257 -0.2 0.1 0.5 0.0006
C 3.30808 0.96105 -3.81586 0.3 0.1 -0.1 0.0002
C 2.99703 0.44046 -5.21802 0.0 0.2 0.1 0.0001
C 1.49336 0.56444 -5.48843 0.0 0.0 0.0 0.0001
C 0.70557 0.31034 -4.19731 0.1 -0.2 0.0 0.0008
C 1.50310 -0.58734 -3.26673 -0.5 -0.1 0.0 0.0000
H 3.03977 -2.72840 -0.41727 0.1 -0.1 0.0 0.0002
H 4.63865 -2.71803 0.34807 -0.1 0.0 0.0 0.0000
H 4.13847 -3.58224 -2.52800 -0.1 0.0 0.0 0.0000
H 4.34636 -4.69935 -1.18091 0.0 0.0 0.0 0.0000
H 6.45116 -4.00482 -2.66582 0.0 0.0 0.0 0.0000
H 6.63560 -4.18848 -0.92806 0.0 -0.1 0.0 0.0000
H 7.49563 -1.96536 -2.17437 0.0 0.0 0.1 0.0000
H 6.82832 -1.89514 -0.54641 0.0 0.1 0.0 0.0000
H 5.24020 -1.45087 -3.10625 0.0 0.1 -0.1 0.0000
H 5.81074 -0.15939 -2.03803 0.1 0.0 -0.1 0.0000
H 5.02365 0.01950 0.56080 0.0 0.1 0.1 0.0000
H 4.13450 1.36844 1.27861 0.1 -0.1 -0.1 0.0001
H 6.81070 1.43606 -0.18880 0.0 -0.1 0.0 0.0000
H 6.42381 2.01890 1.42736 0.0 0.0 0.1 0.0000
H 6.10860 3.38297 -1.19800 0.0 0.0 0.0 0.0000
H 6.25145 4.09218 0.40709 0.1 0.0 -0.1 0.0000
H 4.03159 4.57513 -0.57196 -0.1 0.0 0.0 0.0000
H 3.84969 3.55018 0.84473 -0.1 0.0 0.0 0.0001
H 3.70195 2.81324 -2.09152 0.0 0.1 0.0 0.0000
H 2.45382 2.57084 -0.85789 0.2 0.0 -0.1 0.0001
H 4.38660 1.01714 -3.64615 -0.1 0.1 0.0 0.0000
H 2.89661 1.98092 -3.75776 0.1 0.0 0.0 0.0000
H 3.30987 -0.60145 -5.28831 0.1 0.0 0.0 0.0000
H 3.55695 1.01142 -5.96002 0.1 0.0 0.0 0.0000
H 1.19743 -0.15162 -6.25887 0.0 0.1 0.0 0.0000
H 1.26367 1.56468 -5.86217 0.0 0.0 -0.1 0.0000
H -0.25077 -0.15731 -4.41905 -0.1 0.0 0.0 0.0007
H 0.50465 1.24787 -3.67650 -0.1 0.1 0.1 0.0000
H 1.74115 -1.52240 -3.79597 0.0 -0.1 0.0 0.0000
H 0.93016 -0.84444 -2.37293 0.0 0.0 -0.2 -0.0001
C -0.72122 -5.62391 2.16445 0.1 0.6 0.3 -0.0001
S -0.00708 -4.27834 3.20978 0.6 -0.8 -1.2 0.0008
C 1.68955 -4.50278 2.53024 -0.7 0.4 0.1 0.0010
O 0.05221 -4.80860 4.57969 0.0 -0.2 1.1 0.0000
H -0.12041 -6.52411 2.23953 0.1 -0.1 0.2 0.0000
H -0.74092 -5.25138 1.14836 -0.1 0.0 -0.2 0.0000
H -1.73196 -5.81523 2.51528 0.0 0.1 0.1 0.0000
H 1.62718 -4.38275 1.45772 0.1 0.1 -0.3 0.0007
H 2.04152 -5.49028 2.80435 0.0 -0.2 0.1 0.0001
H 2.33154 -3.73303 2.95096 0.0 0.0 0.0 0.0000